1.
C38H26F10N6S3W | ωB97M-V/def2-TZVPD

The expectation value of S² is 2.044. The frontier orbital gap (alpha / beta) comes out at 6.64 / 5.86 eV. The energy above the lowest of the compared OMol25 structures with the same formula, charge and spin is 0.000 eV. The value obtained for the molecular weight is 1036.69 g mol⁻¹.

ORCA input file:
```
! wB97M-V def2-TZVPD RIJCOSX def2/J DEFGRID3
* xyz 0 3
W 1.09 -0.66 -1.40
S -2.23 2.07 0.37
S -3.62 2.50 2.98
S -1.34 0.16 -1.77
F -0.39 -1.34 0.91
F 3.32 3.08 -2.56
F -1.13 -3.28 1.57
F 2.20 5.07 -3.91
F -4.82 -2.21 -0.34
F 0.10 0.09 -4.34
F -0.03 4.66 -5.44
F -1.30 -4.28 -2.60
F -1.06 2.14 -5.63
F -3.92 -4.42 -1.81
N 0.53 -2.61 -1.21
N 2.84 -1.91 -2.04
N 2.27 0.38 -2.76
N -2.71 -0.40 0.50
N 1.33 0.62 -0.07
N -3.27 0.17 1.66
C 1.77 1.49 -3.42
C 1.42 -1.06 3.87
C -5.33 -0.63 2.66
C -3.08 -3.54 -1.22
C 1.87 3.62 1.84
C 1.59 5.56 0.45
C 2.63 -2.24 -3.48
C -1.68 -3.62 -1.48
C 1.37 2.81 0.82
C -3.51 -2.53 -0.41
C -2.10 0.48 -0.26
C 4.05 -1.07 -1.93
C 3.66 0.38 -2.33
C 0.52 -0.49 4.75
C 1.08 4.76 -0.57
C -0.76 -2.95 -0.76
C 0.02 2.36 -4.88
C 1.68 3.85 -4.03
C 2.27 2.79 -3.35
C -0.10 0.71 4.43
C -3.95 -0.67 2.60
C -5.98 -1.44 3.57
C 0.63 1.32 -4.22
C -1.24 -2.36 0.52
C 0.55 3.65 -4.79
C 1.69 -0.45 2.66
C -5.24 -2.28 4.39
C 2.85 -3.15 -1.25
C -3.19 -1.50 3.42
C -2.59 -1.80 0.35
C 1.26 1.34 0.98
C 1.45 -3.73 -1.36
C 1.98 4.99 1.65
C 1.07 0.75 2.32
C 0.19 1.34 3.23
C -3.12 1.50 1.77
C -3.86 -2.31 4.32
C 0.98 3.39 -0.39
H -0.30 2.28 2.99
H 3.63 -3.83 -1.62
H -7.06 -1.43 3.63
H -5.88 0.03 2.00
H 2.37 -0.91 1.95
H 0.30 -0.97 5.69
H 2.18 3.18 2.78
H 0.77 5.20 -1.51
H -2.12 -1.50 3.34
H 4.82 -1.49 -2.58
H 3.08 -2.88 -0.21
H -5.75 -2.93 5.10
H 3.19 -3.14 -3.74
H 1.90 -2.00 4.12
H 1.28 -4.48 -0.58
H -3.29 -2.98 4.96
H 2.38 5.61 2.44
H 4.40 -1.12 -0.90
H 1.31 -4.23 -2.32
H 1.67 6.63 0.30
H 1.57 -2.43 -3.68
H 4.32 0.75 -3.13
H -0.81 1.17 5.11
H 3.82 1.02 -1.46
H 0.58 2.76 -1.17
H 2.94 -1.40 -4.09
*
```

---

2.
C38H27BN10O7SYb | ωB97M-V/def2-TZVPD

The expectation value of S² is 0.751. The frontier orbital gap (alpha / beta) comes out at 6.53 / 6.53 eV. The energy above the lowest of the compared OMol25 structures with the same formula, charge and spin is 0.525 eV. The value obtained for the molecular weight is 951.62 g mol⁻¹.

ORCA input file:
```
! wB97M-V def2-TZVPD RIJCOSX def2/J DEFGRID3
* xyz -1 2
Yb -1.03 -0.22 -2.00
S -2.02 1.49 -3.91
O 3.09 -0.22 2.47
O -2.16 2.28 1.24
O -0.98 1.32 -0.40
O -2.57 1.50 -5.23
O 3.69 1.65 3.68
O -2.81 0.70 -2.92
O -0.63 1.00 -3.83
N -2.55 -0.71 -0.07
N 3.36 -4.59 5.16
N 0.73 -1.97 -2.83
N 1.24 0.33 -1.69
N -0.25 -2.02 -0.33
N -2.08 -2.14 -2.62
N 3.52 3.94 -0.23
N -4.04 -0.73 2.26
N 5.55 0.61 -2.31
N 2.90 -3.53 -3.57
C -1.11 1.84 0.77
C -2.07 3.12 -3.23
C 2.13 0.75 2.32
C 1.09 -3.18 1.81
C -0.83 -2.09 0.87
C 3.40 1.65 -1.38
C -3.66 -0.01 0.04
C 4.58 1.07 -1.89
C 2.21 -2.84 -4.46
C 0.94 -2.60 -0.51
C -3.45 4.99 -2.66
C -2.77 6.58 -0.82
C -3.06 -2.64 -2.26
C 0.50 2.94 2.37
C 2.51 -3.43 -2.30
C -2.50 5.42 -1.74
C 2.49 1.87 3.05
C -4.41 -0.02 1.21
C -0.21 -2.70 1.95
C 2.21 0.96 -1.53
C 1.66 -3.13 0.54
C 1.42 -2.66 -1.91
C 2.86 -4.65 2.82
C 1.86 -3.69 2.97
C 0.98 0.70 1.59
C 4.13 0.38 3.23
C -1.30 4.72 -1.63
C 2.39 -3.69 5.30
C -2.91 -1.41 2.16
C 3.58 -5.05 3.93
C 3.45 2.91 -0.74
C -2.14 -1.41 1.00
C 1.63 -3.21 4.25
C 1.12 -2.05 -4.09
C 0.15 1.83 1.61
C -1.09 3.57 -2.37
C -3.25 3.84 -3.39
C 1.68 2.98 3.11
B -4.34 -3.30 -1.66
H -0.16 3.02 -2.27
H 2.68 -3.46 0.39
H 0.72 -0.17 1.00
H -0.54 5.06 -0.93
H -3.96 0.56 -0.83
H -5.31 0.57 1.31
H 2.52 -2.92 -5.49
H 5.03 0.50 2.60
H -3.04 6.19 0.16
H 3.08 -4.01 -1.59
H -4.77 -4.13 -2.43
H -4.00 -3.79 -0.60
H 3.07 -5.10 1.86
H 0.89 -2.44 4.43
H -3.59 7.20 -1.19
H 1.96 3.85 3.68
H -4.37 5.55 -2.78
H -4.00 3.47 -4.09
H -2.63 -1.98 3.04
H -1.89 7.21 -0.70
H 4.37 -0.26 4.09
H -5.14 -2.40 -1.49
H 0.55 -1.48 -4.81
H 2.23 -3.32 6.31
H 4.37 -5.79 3.84
H -0.72 -2.79 2.90
H -0.18 3.78 2.38
*
```

---

3.
C38H27F6N3O4OsSb | ωB97M-V/def2-TZVPD

The expectation value of S² is 0.755. The frontier orbital gap (alpha / beta) comes out at 7.19 / 7.04 eV. The energy above the lowest of the compared OMol25 structures with the same formula, charge and spin is 0.141 eV. The value obtained for the molecular weight is 1015.63 g mol⁻¹.

ORCA input file:
```
! wB97M-V def2-TZVPD RIJCOSX def2/J DEFGRID3
* xyz 0 2
Os 1.08 1.17 -0.50
Sb -1.44 0.44 -0.82
F -0.90 -4.57 -4.43
F -0.10 3.10 -2.40
F -5.60 4.40 -3.13
F -4.87 -1.69 3.91
F 0.65 1.33 -3.40
F 2.03 2.86 -2.73
O 0.64 2.86 0.47
O 3.11 1.64 -0.52
O 1.60 -0.68 -1.19
O 2.16 -2.42 -2.99
N 1.65 -1.27 1.05
N 3.80 1.35 0.59
N 1.33 0.07 1.23
C 0.92 2.17 -2.33
C -1.37 -1.13 -3.48
C 1.21 0.51 2.43
C -4.72 2.23 -3.09
C -3.78 1.34 -2.59
C -4.42 -1.65 1.61
C 4.45 0.19 0.66
C -3.08 -0.37 3.16
C 5.16 -0.12 1.80
C 5.20 0.78 2.85
C -1.15 -3.64 -2.29
C -3.64 -1.18 0.56
C -2.31 0.09 2.11
C -1.34 -2.51 -1.51
C -0.08 4.37 3.66
C -4.12 -1.23 2.89
C 0.21 3.36 4.58
C 2.39 -4.64 -2.32
C 1.74 -1.56 -0.22
C 3.82 2.26 1.58
C -1.46 -1.25 -2.09
C 0.63 2.15 4.11
C -1.20 -2.25 -4.27
C 0.08 4.15 2.31
C -2.83 1.77 -1.67
C 0.80 1.87 2.73
C -2.82 3.10 -1.25
C 2.21 -5.29 -0.01
C -2.57 -0.32 0.80
C -3.76 3.99 -1.73
C 2.00 -3.97 0.34
C 2.18 -3.30 -1.98
C -4.69 3.54 -2.65
C 0.52 2.91 1.79
C 2.40 -5.62 -1.35
C -1.09 -3.48 -3.66
C 4.53 1.99 2.73
C 1.99 -2.95 -0.63
H -2.89 -0.06 4.18
H 4.52 2.72 3.52
H -3.86 -1.51 -0.45
H -1.37 -2.63 -0.43
H -5.47 1.93 -3.81
H 0.85 1.35 4.81
H -0.13 4.92 1.58
H 5.68 -1.07 1.86
H 2.53 -4.88 -3.36
H 1.84 -3.68 1.37
H -2.06 3.45 -0.55
H -1.04 -4.62 -1.86
H 0.09 3.53 5.64
H -3.77 5.03 -1.43
H -1.41 -0.15 -3.95
H 2.56 -6.65 -1.63
H 4.36 -0.45 -0.20
H -5.24 -2.33 1.44
H 1.92 -1.54 -2.63
H -0.42 5.34 4.00
H 5.75 0.55 3.75
H 3.24 3.15 1.38
H 2.21 -6.05 0.76
H -1.12 -2.17 -5.35
H -3.79 0.32 -2.93
H -1.50 0.78 2.31
H 1.37 -0.18 3.25
*
```

---

4.
C38H28BaBrN5OS2 | ωB97M-V/def2-TZVPD

The frontier orbital gap comes out at 4.24 eV. The energy above the lowest of the compared OMol25 structures with the same formula, charge and spin is 0.000 eV. The value obtained for the molecular weight is 852.04 g mol⁻¹.

ORCA input file:
```
! wB97M-V def2-TZVPD RIJCOSX def2/J DEFGRID3
* xyz -2 1
Ba 1.52 0.48 -0.41
Br 5.11 -7.31 -0.76
S 0.14 2.03 -2.64
S 2.00 -0.83 -3.10
O 3.30 -1.52 -0.03
N -0.01 2.36 1.48
N 1.51 3.73 -0.37
N -1.47 -0.82 -0.83
N 0.98 -0.10 2.40
N 0.57 -2.50 0.36
C 0.56 5.86 0.45
C 0.71 -0.22 -4.20
C -2.34 -0.08 -1.47
C -2.25 1.71 2.24
C 0.54 -1.11 -5.48
C -2.47 -3.61 2.14
C -3.71 -0.26 -1.27
C -1.13 -3.53 1.61
C -4.09 -1.12 -0.29
C 0.01 0.92 -4.02
C 4.37 -5.49 -0.69
C 1.23 6.47 -0.63
C -3.46 -2.85 1.52
C -0.78 -2.58 0.68
C 1.41 -1.17 2.97
C 1.97 5.79 -1.49
C -3.15 -1.92 0.45
C 2.12 4.39 -1.30
C -1.21 -0.55 3.40
C -0.99 5.85 2.30
C 4.95 -3.17 -0.41
C 1.14 -3.49 -0.25
C -3.10 0.83 2.96
C -0.66 -1.60 4.14
C 5.37 -4.48 -0.55
C 0.62 -1.97 3.85
C -2.62 -0.28 3.55
C 2.59 -3.78 -0.37
C 3.06 -5.11 -0.58
C -0.88 1.50 2.12
C 3.58 -2.75 -0.22
C -0.90 4.48 2.30
C 0.63 4.44 0.47
C -0.12 3.71 1.43
C -0.92 1.44 -5.14
C -0.35 0.22 2.60
C -0.24 6.61 1.40
C -1.81 -1.75 0.09
H -0.32 -4.19 1.95
H -0.46 2.13 -5.89
H 2.45 6.31 -2.38
H 2.41 -1.49 2.65
H -1.68 6.23 3.01
H -2.69 2.55 1.69
H -3.20 -0.99 4.12
H 0.52 -4.34 -0.62
H -4.47 0.22 -1.90
H -0.20 -0.72 -6.18
H -5.16 -1.28 -0.18
H 1.09 -2.85 4.24
H 1.03 7.51 -0.88
H 2.61 3.86 -2.09
H 6.43 -4.72 -0.64
H -4.13 1.02 3.02
H -1.42 0.60 -5.63
H -2.67 -4.30 2.91
H 5.71 -2.36 -0.38
H -1.28 -2.19 4.84
H -1.51 3.97 2.96
H 2.24 -5.84 -0.61
H 0.15 -2.06 -5.12
H -4.49 -2.98 1.78
H 1.53 -1.29 -5.90
H -1.90 0.64 -2.15
H -1.70 2.02 -4.58
H -0.23 7.68 1.50
*
```